2 unconnected molecules or ions with the total composition C23H19Cl2N2 at a distorted geometry. Source: the Open Molecules 2025 dataset; level of theory: ωB97M-V/def2-TZVPD.

The geometry in ORCA input format:
```
! wB97M-V def2-TZVPD RIJCOSX def2/J DEFGRID3
* xyz 1 1
Cl -5.59 3.30 -2.01
C -4.12 2.53 -1.55
C -4.10 1.15 -1.29
C -2.90 0.53 -0.97
C -1.66 1.23 -1.02
C -0.40 0.56 -1.04
C 0.82 1.23 -1.17
C 2.09 0.66 -1.08
C 3.31 1.38 -1.32
C 4.54 0.67 -1.45
C 5.74 1.34 -1.66
C 5.75 2.74 -1.73
Cl 7.24 3.57 -1.90
C 4.55 3.47 -1.64
C 3.35 2.79 -1.46
C -1.74 2.65 -1.17
C -2.94 3.28 -1.48
H -5.03 0.58 -1.35
H -2.89 -0.53 -0.69
H -0.42 -0.54 -1.10
H 0.82 2.29 -1.44
H 2.16 -0.39 -0.80
H 4.52 -0.42 -1.41
H 6.67 0.79 -1.75
H 4.57 4.55 -1.71
H 2.42 3.37 -1.42
H -0.83 3.25 -1.07
H -2.97 4.35 -1.68
C -0.21 -1.80 4.26
N -0.57 -1.75 2.85
C -0.30 -0.78 1.91
N -0.77 -1.14 0.72
C -1.39 -2.37 0.87
C -1.28 -2.76 2.21
C -1.75 -3.97 2.71
C -2.40 -4.82 1.81
C -2.54 -4.44 0.46
C -2.04 -3.22 -0.03
H -0.61 -2.74 4.65
H 0.88 -1.79 4.38
H -0.67 -0.97 4.81
H 0.23 0.13 2.13
H -1.57 -4.20 3.76
H -2.80 -5.77 2.16
H -3.06 -5.12 -0.22
H -2.12 -2.91 -1.08
*
```

## Properties
Frontier orbital gap: 6.0 eV
HOMO level: -11.23 eV
Relative energy (zero: lowest compared OMol25 entry of this formula, charge and spin): 39.5 kJ/mol
Calculated total energy: -52177.2160 eV

---

A molecular structure, C23H19Cl3GeN6NaSSe2. Source: the Open Molecules 2025 dataset; level of theory: ωB97M-V/def2-TZVPD.

The geometry in ORCA input format:
```
! wB97M-V def2-TZVPD RIJCOSX def2/J DEFGRID3
* xyz 0 2
Na -0.13 -0.12 0.03
S 2.49 -1.83 -0.24
C 3.11 -0.64 0.72
N 4.36 -0.72 1.20
N 4.71 -0.12 2.32
C 4.13 -0.30 3.59
C 4.92 0.05 4.69
C 4.41 -0.09 5.97
C 3.12 -0.58 6.16
C 2.35 -0.93 5.06
C 2.85 -0.79 3.77
N 2.27 0.55 0.85
N 2.58 1.32 1.78
C 1.87 2.55 1.82
C 1.98 3.24 3.02
C 1.36 4.47 3.17
C 0.65 5.01 2.10
C 0.55 4.32 0.90
C 1.15 3.08 0.75
H 5.70 0.08 2.34
H 5.92 0.42 4.54
H 5.02 0.18 6.82
H 2.72 -0.69 7.16
H 1.35 -1.32 5.19
H 2.23 -1.09 2.94
H 2.56 2.79 3.82
H 1.44 5.01 4.10
H 0.17 5.97 2.21
H 0.00 4.75 0.07
H 1.08 2.55 -0.19
Se -1.89 1.10 -2.90
Se -1.79 3.18 -1.87
C -2.38 2.69 -0.10
C -3.48 3.39 0.39
C -3.93 3.10 1.67
C -3.28 2.12 2.40
C -2.20 1.48 1.82
N -1.74 1.76 0.60
C -0.01 0.79 -3.20
C 0.36 0.33 -4.45
C 1.70 0.07 -4.69
C 2.61 0.32 -3.67
C 2.14 0.79 -2.46
N 0.85 1.00 -2.21
H -3.98 4.12 -0.23
H -4.79 3.61 2.07
H -3.60 1.84 3.39
H -1.67 0.70 2.35
H -0.38 0.19 -5.23
H 2.03 -0.29 -5.65
H 3.67 0.14 -3.81
H 2.82 0.99 -1.64
Cl -3.04 -3.42 1.62
Ge -0.95 -3.37 0.81
Cl -1.43 -2.02 -1.06
Cl -0.27 -1.50 2.17
*
```

## Properties
Frontier orbital gap (alpha / beta): 7.0 / 6.2 eV
HOMO level (alpha / beta): -8.13 / -8.19 eV
Relative energy (zero: lowest compared OMol25 entry of this formula, charge and spin): 42.4 kJ/mol
Calculated total energy: -273130.2197 eV

---

A single C23H19ClN2O2S molecule at a distorted geometry. Source: the Open Molecules 2025 dataset; level of theory: ωB97M-V/def2-TZVPD.

The geometry in ORCA input format:
```
! wB97M-V def2-TZVPD RIJCOSX def2/J DEFGRID3
* xyz 0 1
O 5.56 1.95 0.42
Cl -0.64 -4.65 -1.27
O 0.60 -2.37 -2.58
S -5.43 -0.28 2.57
C 4.61 2.35 -0.17
C -4.54 -0.70 1.20
C 2.76 3.17 -1.96
C 3.32 1.78 -0.09
C -3.24 -1.02 1.41
C 3.87 3.90 -1.84
C 2.38 2.06 -1.02
C -2.67 -0.74 5.49
C -1.62 -1.18 4.64
C -3.90 -0.44 4.87
C -1.98 -2.70 0.00
C -1.71 -1.27 3.28
C -1.78 -0.38 -0.65
C -1.02 -2.98 -1.04
C -0.41 -1.99 -1.79
C -4.01 -0.62 3.51
C -2.34 -1.32 0.26
C -2.95 -1.05 2.76
C -0.92 -0.69 -1.73
N 4.80 3.34 -1.04
N 0.90 0.75 -2.37
C 1.04 1.37 -1.09
C -0.52 0.26 -2.68
C 1.84 -1.72 -2.38
C 1.92 -0.24 -2.79
H -4.98 -0.51 0.18
H 2.06 3.28 -2.75
H 3.13 1.12 0.79
H 4.12 4.68 -2.57
H -2.66 -0.54 6.61
H -0.67 -1.41 5.24
H -4.76 -0.10 5.48
H -2.43 -3.52 0.54
H -0.73 -1.43 2.77
H -2.10 0.71 -0.70
H 5.77 3.51 -1.05
H 0.33 2.15 -1.00
H 1.12 0.68 -0.34
H -0.48 -0.18 -3.70
H -1.27 1.01 -2.92
H 2.67 -2.32 -2.88
H 2.06 -1.82 -1.29
H 2.01 -0.07 -3.87
H 2.88 0.14 -2.44
*
```

## Properties
Frontier orbital gap: 8.8 eV
HOMO level: -8.23 eV
Relative energy (zero: lowest compared OMol25 entry of this formula, charge and spin): 179.1 kJ/mol
Calculated total energy: -54589.6687 eV

---

A molecular structure, C23H19GaN3O6S2. Source: the Open Molecules 2025 dataset; level of theory: ωB97M-V/def2-TZVPD.

The geometry in ORCA input format:
```
! wB97M-V def2-TZVPD RIJCOSX def2/J DEFGRID3
* xyz 1 1
Ga -0.09 0.00 0.00
C -3.33 -0.16 1.42
C -3.29 -0.08 -0.07
C -4.42 0.30 -0.80
C -4.37 0.33 -2.17
C -3.21 -0.04 -2.83
C -2.12 -0.39 -2.07
N -2.15 -0.39 -0.72
C -0.82 -0.84 -2.65
C -0.52 -1.14 -3.96
C 0.75 -1.64 -4.23
C 1.66 -1.89 -3.22
C 1.29 -1.57 -1.93
N 0.10 -1.02 -1.72
C 2.00 -1.85 -0.65
C 3.22 -2.47 -0.60
C 3.74 -2.80 0.65
C 3.00 -2.53 1.78
C 1.76 -1.90 1.67
C 0.94 -1.63 2.90
N 1.30 -1.54 0.47
H -4.26 -0.64 1.74
H -3.29 0.83 1.87
H -2.49 -0.74 1.81
H -5.32 0.55 -0.26
H -5.24 0.63 -2.74
H -3.15 -0.04 -3.91
H -1.25 -1.01 -4.76
H 1.02 -1.87 -5.26
H 2.63 -2.33 -3.44
H 3.76 -2.71 -1.50
H 4.71 -3.28 0.73
H 3.36 -2.80 2.76
H 0.97 -2.50 3.56
H -0.10 -1.42 2.64
H 1.34 -0.77 3.44
O 1.39 2.80 -2.23
S 0.85 2.26 -1.03
O 1.57 1.06 -0.49
O -0.56 1.78 -1.10
C 0.85 3.50 0.23
C 1.03 4.80 -0.23
C 0.91 5.87 0.64
C 0.57 5.65 1.96
C 0.39 4.36 2.43
C 0.53 3.27 1.58
S 0.42 1.69 2.42
O 1.71 1.06 2.36
O -0.19 1.92 3.69
O -0.59 0.86 1.57
H 1.28 4.95 -1.28
H 1.06 6.88 0.27
H 0.46 6.49 2.64
H 0.15 4.17 3.47
*
```

## Properties
Frontier orbital gap: 8.4 eV
HOMO level: -12.29 eV
Calculated total energy: -114959.4109 eV

---

A molecular structure, C23H19IN3O8V at a distorted geometry. Source: the Open Molecules 2025 dataset; level of theory: ωB97M-V/def2-TZVPD.

The geometry in ORCA input format:
```
! wB97M-V def2-TZVPD RIJCOSX def2/J DEFGRID3
* xyz 0 3
V 0.36 -0.11 0.24
O -3.49 -2.14 -1.09
C -2.44 -1.33 -0.95
O -1.29 -1.71 -0.96
C -2.80 0.11 -0.86
O -1.59 0.82 -0.67
C -1.74 1.58 1.63
C -1.36 -0.88 1.84
O -2.55 -1.04 1.94
O -0.38 -1.64 1.59
H -3.15 -3.05 -1.08
H -3.51 0.25 -0.05
H -3.26 0.41 -1.81
H -2.73 1.22 1.89
H -1.45 2.41 2.27
O -4.45 2.03 1.05
C -4.03 2.99 0.16
C -4.96 3.93 -0.29
C -4.58 4.93 -1.17
C -3.27 4.99 -1.60
C -2.35 4.06 -1.14
C -2.69 3.03 -0.26
C -1.59 2.05 0.17
O -0.81 0.49 1.88
N -0.33 2.69 -0.09
N 0.69 1.83 -0.14
C 1.88 2.28 -0.38
C 3.10 1.49 -0.20
C 4.32 1.97 -0.70
C 5.50 1.29 -0.49
C 5.49 0.11 0.26
C 4.31 -0.37 0.78
C 3.12 0.30 0.54
O 1.97 -0.20 1.05
H -5.38 2.17 1.23
H -5.98 3.87 0.08
H -5.32 5.65 -1.50
H -2.95 5.77 -2.29
H -1.32 4.11 -1.45
H 1.95 3.33 -0.66
H 4.32 2.89 -1.27
H 6.43 1.67 -0.90
H 6.42 -0.42 0.44
H 4.27 -1.27 1.38
I 3.75 0.27 -4.69
C 2.87 -0.85 -3.19
C 3.28 -2.15 -2.92
C 2.65 -2.84 -1.89
C 1.67 -2.20 -1.17
N 1.30 -0.94 -1.41
C 1.88 -0.28 -2.41
H 4.07 -2.61 -3.49
H 2.93 -3.86 -1.65
H 1.15 -2.70 -0.36
H 1.55 0.74 -2.57
*
```

## Properties
Frontier orbital gap (alpha / beta): 6.6 / 6.7 eV
HOMO level (alpha / beta): -6.79 / -6.81 eV
Calculated total energy: -78799.3041 eV

---

A molecular structure, C23H20AlBrF3N7O7S. Source: the Open Molecules 2025 dataset; level of theory: ωB97M-V/def2-TZVPD.

The geometry in ORCA input format:
```
! wB97M-V def2-TZVPD RIJCOSX def2/J DEFGRID3
* xyz 0 1
Al 0.97 0.65 0.70
N 0.53 -0.73 4.29
N 1.56 0.21 4.46
C 2.51 0.51 3.59
N 3.57 1.21 4.00
N 2.31 0.10 2.31
N 3.35 0.07 1.46
O 2.97 -0.05 0.28
O 4.51 0.15 1.78
H -0.32 -0.24 4.03
H 0.76 -1.40 3.57
H 1.69 0.50 5.42
H 3.64 1.51 4.95
H 4.29 1.45 3.35
O -0.25 -2.85 2.08
C -0.32 -2.38 0.97
N -1.03 -2.88 -0.10
C -1.03 -1.97 -1.24
C -0.17 -0.88 -0.64
O 0.16 0.28 -1.05
N 0.32 -1.22 0.53
C -2.43 -1.55 -1.66
C -3.32 -2.57 -2.00
C -4.62 -2.26 -2.40
C -5.02 -0.94 -2.48
C -4.13 0.07 -2.17
C -2.84 -0.23 -1.76
C -0.26 -2.54 -2.44
C 0.48 -3.71 -2.34
C 1.19 -4.18 -3.43
C 1.18 -3.48 -4.63
C 0.45 -2.30 -4.73
C -0.26 -1.83 -3.64
H -1.81 -3.49 0.08
H -3.00 -3.60 -1.98
H -5.30 -3.06 -2.65
H -6.03 -0.70 -2.79
H -4.44 1.11 -2.23
H -2.15 0.57 -1.52
H 0.49 -4.25 -1.40
H 1.75 -5.10 -3.35
H 1.74 -3.85 -5.48
H 0.44 -1.74 -5.66
H -0.84 -0.91 -3.72
Br 3.49 6.82 0.25
C 2.77 5.07 0.37
C 3.04 4.15 -0.62
C 2.51 2.87 -0.52
C 1.70 2.48 0.56
C 1.45 3.45 1.53
C 1.97 4.73 1.46
H 3.65 4.43 -1.47
H 2.74 2.16 -1.31
H 0.82 3.21 2.38
H 1.76 5.47 2.22
F -2.16 2.64 0.29
C -2.48 2.47 1.58
F -1.95 3.47 2.28
F -3.80 2.51 1.70
S -1.85 0.85 2.16
O -2.44 -0.13 1.30
O -2.10 0.80 3.56
O -0.39 1.03 1.91
*
```

## Properties
Frontier orbital gap: 8.0 eV
HOMO level: -8.83 eV
Relative energy (zero: lowest compared OMol25 entry of this formula, charge and spin): 0.0 kJ/mol
Calculated total energy: -144568.6546 eV